Entry 1:
Density functional theory data (wB97M-V/def2-TZVPD) for a molecular structure, C35H48BCl3GeMnN6OS4.

Geometry as XYZ:
```
100
C35H48BCl3GeMnN6OS4 (wB97M-V/def2-TZVPD)
Mn 0.42 -0.59 -0.75
C -0.62 2.70 -5.85
C -0.30 1.53 -4.92
C -0.55 0.23 -5.69
C 1.14 1.62 -4.41
N -1.20 1.64 -3.71
C -1.78 2.83 -3.29
C -2.43 2.59 -2.14
N -2.24 1.25 -1.82
B -2.87 0.72 -0.54
N -2.16 1.16 0.78
C -2.94 1.32 1.92
C -2.19 1.89 2.87
N -0.92 2.09 2.34
C -0.92 1.64 1.06
S 0.39 1.69 -0.08
C 0.12 2.78 3.21
C -0.36 4.22 3.41
C 1.53 2.80 2.62
C 0.18 2.03 4.54
N -3.23 -0.85 -0.45
C -4.52 -1.18 -0.75
C -4.84 -2.31 -0.07
N -3.74 -2.67 0.68
C -2.74 -1.80 0.37
S -1.06 -2.00 0.82
C -3.93 -3.71 1.80
C -2.68 -3.92 2.64
C -4.38 -5.04 1.19
C -5.03 -3.12 2.70
C -1.48 0.70 -2.78
S -0.87 -0.93 -2.75
H -0.05 2.56 -6.77
H -0.31 3.67 -5.44
H -1.68 2.74 -6.11
H -0.06 0.33 -6.66
H -1.62 0.07 -5.87
H -0.15 -0.64 -5.19
H 1.83 1.55 -5.25
H 1.37 0.80 -3.72
H 1.32 2.57 -3.89
H -1.71 3.74 -3.86
H -3.04 3.24 -1.53
H -3.96 1.22 -0.47
H -3.99 1.05 1.92
H -2.46 2.19 3.87
H -0.44 4.74 2.45
H 0.35 4.76 4.03
H -1.33 4.26 3.90
H 1.59 3.37 1.70
H 1.91 1.79 2.44
H 2.17 3.28 3.36
H -0.75 2.07 5.10
H 0.96 2.48 5.16
H 0.46 0.98 4.38
H -5.14 -0.55 -1.38
H -5.78 -2.84 -0.01
H -1.87 -4.39 2.10
H -2.97 -4.60 3.44
H -2.33 -2.99 3.11
H -3.60 -5.51 0.61
H -5.27 -4.93 0.56
H -4.65 -5.70 2.01
H -4.74 -2.14 3.08
H -5.18 -3.79 3.55
H -5.99 -3.03 2.19
O 2.35 -1.06 -0.80
S 3.77 -1.60 -0.88
C 3.95 -2.69 0.55
C 3.57 -2.06 1.86
C 4.52 -1.56 2.74
C 4.13 -0.97 3.94
C 2.79 -0.88 4.27
C 1.83 -1.40 3.41
C 2.22 -1.98 2.22
C 4.76 -0.19 -0.40
C 4.52 0.91 -1.40
C 3.72 1.99 -1.07
C 3.50 3.00 -1.99
C 4.08 2.94 -3.25
C 4.88 1.85 -3.59
C 5.10 0.84 -2.67
H 5.00 -3.00 0.51
H 3.35 -3.56 0.31
H 5.58 -1.64 2.50
H 4.89 -0.59 4.62
H 2.49 -0.44 5.21
H 0.77 -1.38 3.68
H 1.49 -2.43 1.57
H 5.80 -0.55 -0.43
H 4.51 0.09 0.62
H 3.27 2.04 -0.08
H 2.88 3.85 -1.72
H 3.92 3.74 -3.96
H 5.34 1.80 -4.57
H 5.73 0.00 -2.93
Cl 0.95 -3.54 -2.31
Ge -0.45 -3.70 -0.73
Cl 0.38 -5.13 0.61
Cl -2.24 -4.35 -1.63
```

Results
spin multiplicity = 6
total charge = +2
highest occupied orbital energy (spin up / spin down) = -13.0 / -13.3 eV
molecular weight = 941.8 g mol⁻¹
<S²> = 8.759
E_tot = -7992.2373 a.u.

=====

Entry 2:
Density functional theory data (wB97M-V/def2-TZVPD) for a single C3H7NO molecule in a non-equilibrium geometry.

Geometry as XYZ:
```
12
C3H7NO (wB97M-V/def2-TZVPD)
C -0.13 0.82 0.45
C 0.25 -1.58 0.49
C 0.20 -0.33 -0.41
N -0.44 1.94 -0.40
O -0.67 3.27 -0.59
H 0.06 0.84 1.45
H 1.05 -1.60 1.23
H 0.28 -2.42 -0.07
H -0.57 -1.75 1.02
H -0.59 -0.53 -1.11
H 1.16 -0.26 -0.76
H -0.60 1.59 -1.31
```

Results
spin multiplicity = 3
total charge = 0
highest occupied orbital energy (spin up / spin down) = -6.9 / -10.3 eV
molecular weight = 73.1 g mol⁻¹
<S²> = 2.007
E_tot = -248.2722 a.u.

=====

Entry 3:
Density functional theory data (wB97M-V/def2-TZVPD) for 5 unconnected molecules or ions with the total composition C20H55N5O5 in a non-equilibrium geometry.

Geometry as XYZ:
```
85
C20H55N5O5 (wB97M-V/def2-TZVPD)
C 16.72 25.53 5.27
C 17.66 26.60 5.81
C 19.10 26.33 5.43
O 19.91 27.32 6.00
C 21.26 26.96 6.09
N 17.26 27.90 5.24
H 17.04 24.54 5.62
H 16.62 25.55 4.19
H 15.72 25.66 5.70
H 17.59 26.62 6.90
H 19.23 26.31 4.34
H 19.34 25.33 5.81
H 21.87 27.87 6.06
H 21.57 26.33 5.25
H 21.45 26.43 7.03
H 17.92 28.62 5.46
H 16.30 28.14 5.46
C 23.25 27.90 -1.81
C 23.06 28.01 -0.33
C 24.35 27.73 0.44
O 24.97 26.53 0.06
C 24.54 25.41 0.81
N 22.59 29.34 0.03
H 23.87 27.03 -2.06
H 23.70 28.82 -2.20
H 22.31 27.81 -2.37
H 22.35 27.25 0.04
H 24.10 27.74 1.51
H 25.06 28.56 0.33
H 24.79 25.51 1.87
H 25.09 24.56 0.41
H 23.48 25.22 0.63
H 21.75 29.53 -0.51
H 22.30 29.34 1.01
C 20.77 23.81 -3.06
C 19.58 22.97 -3.49
C 19.42 23.01 -4.99
O 18.90 24.27 -5.39
C 18.58 24.32 -6.75
N 19.81 21.56 -3.05
H 20.63 24.84 -3.38
H 21.69 23.44 -3.53
H 20.91 23.74 -1.98
H 18.68 23.34 -3.00
H 18.71 22.23 -5.33
H 20.36 22.81 -5.51
H 17.72 23.67 -7.00
H 19.41 23.98 -7.38
H 18.33 25.35 -6.99
H 20.68 21.27 -3.49
H 19.10 21.02 -3.55
C 22.25 18.94 -5.64
C 22.57 19.41 -4.23
C 23.81 18.74 -3.67
O 24.06 19.28 -2.39
C 25.33 18.93 -1.89
N 22.68 20.89 -4.24
H 21.45 19.55 -6.06
H 21.91 17.90 -5.68
H 23.16 19.01 -6.25
H 21.70 19.19 -3.59
H 24.66 18.92 -4.34
H 23.64 17.66 -3.58
H 25.36 19.27 -0.85
H 26.12 19.44 -2.44
H 25.49 17.85 -1.93
H 23.44 21.15 -4.87
H 23.05 21.14 -3.32
C 23.24 21.80 0.20
C 21.88 21.31 0.70
C 21.02 22.45 1.21
O 21.64 23.00 2.35
C 20.80 23.90 3.05
N 21.11 20.61 -0.34
H 23.17 22.24 -0.79
H 23.88 20.92 0.09
H 23.74 22.43 0.94
H 22.03 20.63 1.55
H 20.03 22.07 1.48
H 20.91 23.22 0.44
H 21.27 24.08 4.02
H 19.82 23.47 3.25
H 20.75 24.85 2.50
H 20.68 21.29 -0.96
H 21.72 20.04 -0.91
```

Results
total charge = 0
highest occupied orbital energy = -8.8 eV
molecular weight = 445.7 g mol⁻¹
SMILES = COC[C@H](C)N.COC[C@H](C)N.COC[C@H](C)N.COC[C@H](C)N.COC[C@H](C)N
E_tot = -1444.8952 a.u.

=====

Copy entry 2 word for word.
Density functional theory data (wB97M-V/def2-TZVPD) for a single C3H7NO molecule in a non-equilibrium geometry.

Geometry as XYZ:
```
12
C3H7NO (wB97M-V/def2-TZVPD)
C -0.13 0.82 0.45
C 0.25 -1.58 0.49
C 0.20 -0.33 -0.41
N -0.44 1.94 -0.40
O -0.67 3.27 -0.59
H 0.06 0.84 1.45
H 1.05 -1.60 1.23
H 0.28 -2.42 -0.07
H -0.57 -1.75 1.02
H -0.59 -0.53 -1.11
H 1.16 -0.26 -0.76
H -0.60 1.59 -1.31
```

Results
spin multiplicity = 3
total charge = 0
highest occupied orbital energy (spin up / spin down) = -6.9 / -10.3 eV
molecular weight = 73.1 g mol⁻¹
<S²> = 2.007
E_tot = -248.2722 a.u.

=====

Which value of total charge does entry 3 give?
0

=====

Look up the total charge of the third one.
0